1.
A single C6H6BrNO3 molecule at a distorted geometry. Source: the OMol25 dataset; level of theory: ωB97M-V/def2-TZVPD.

Output
SMILES: O=[N+]([O-])/C(Br)=C/C=C\C=C\O
E_LUMO in eV: -1.05
2S+1: 1
Gap between HOMO and LUMO in eV: 7.35

Geometry (Å):
1 O -2.455 -2.008 1.055
2 N -2.553 -0.950 0.492
3 O -3.538 -0.236 0.411
4 C -1.370 -0.551 -0.232
5 Br -1.424 1.129 -0.884
6 C -0.295 -1.366 -0.435
7 C 0.854 -1.024 -1.181
8 C 1.599 0.167 -1.077
9 C 1.546 1.180 -0.064
10 C 0.793 0.937 1.063
11 O 0.562 1.807 2.057
12 H -0.290 -2.424 -0.228
13 H 1.252 -1.795 -1.794
14 H 2.251 0.229 -1.941
15 H 1.744 2.232 -0.263
16 H 0.326 0.057 1.061
17 H 0.998 2.618 1.960

Results of the Löwdin charge analysis, in e, for atoms 1 through 6: atom 1 (O): 0.08, atom 2 (N): -0.44, atom 3 (O): 0.02, atom 4 (C): -0.65, atom 5 (Br): 1.03, atom 6 (C): -0.12



2.
2 unconnected molecules or ions with the total composition C6H6BrNOP2 at a distorted geometry. Source: the OMol25 dataset; level of theory: ωB97M-V/def2-TZVPD.

Output
E_LUMO (spin up / spin down) in eV: -1.02 / -1.22
2S+1: 1
Gap between HOMO and LUMO (spin up / spin down) in eV: 6.73 / 8.07

Geometry (Å):
1 C -0.162 -1.819 -2.414
2 C 0.341 -0.526 -2.338
3 C -0.292 -2.543 -1.266
4 C 0.615 -0.058 -1.084
5 C 0.129 -2.161 0.007
6 C 0.440 -0.793 0.107
7 N 0.337 2.110 2.496
8 O 0.644 -0.059 1.257
9 P -0.485 0.957 1.831
10 P -0.149 3.297 3.531
11 Br 1.090 4.796 2.580
12 H -0.767 -2.043 -3.297
13 H 0.547 0.044 -3.128
14 H -0.649 -3.605 -1.331
15 H 0.975 0.915 -0.944
16 H -0.154 -2.754 0.873
17 H -2.460 4.245 3.121

Results of the Löwdin charge analysis, in e, for atoms 1 through 6: atom 1 (C): -0.09, atom 2 (C): -0.06, atom 3 (C): -0.11, atom 4 (C): -0.03, atom 5 (C): 0.00, atom 6 (C): -0.35



3.
A molecular structure, C6H6CeO5 at a distorted geometry. Source: the OMol25 dataset; level of theory: ωB97M-V/def2-TZVPD.

Output
E_LUMO (spin up / spin down) in eV: -15.45 / -15.38
2S+1: 2
Total charge: +3
Expectation value of S²: 0.751
Gap between HOMO and LUMO (spin up / spin down) in eV: 7.67 / 7.74

Geometry (Å):
1 Ce -0.103 -0.092 -1.307
2 O -0.689 3.367 -1.521
3 C -0.596 2.214 -1.609
4 C 2.035 -0.950 -1.697
5 O 3.166 -1.220 -1.539
6 C -1.948 -1.567 -1.525
7 O -2.827 -2.323 -1.563
8 C -0.137 -0.046 -3.635
9 O -0.112 -0.040 -4.803
10 C 0.260 -0.079 3.040
11 C -0.249 -0.255 1.600
12 O 0.867 0.654 0.947
13 H 1.291 -0.449 3.082
14 H -0.384 -0.627 3.719
15 H 0.268 0.994 3.277
16 H -0.168 -1.276 1.211
17 H -1.257 0.128 1.430
18 H 0.584 1.567 0.893

Results of the Löwdin charge analysis, in e, for atoms 1 through 6: atom 1 (Ce): 1.35, atom 2 (O): 0.30, atom 3 (C): 0.03, atom 4 (C): 0.03, atom 5 (O): 0.30, atom 6 (C): 0.02



4.
A molecular structure, C6H6Cl3P at a distorted geometry. Source: the OMol25 dataset; level of theory: ωB97M-V/def2-TZVPD.

Output
E_LUMO in eV: -0.03
2S+1: 1
Gap between HOMO and LUMO in eV: 8.59

Geometry (Å):
1 C 0.373 -0.684 0.231
2 C 1.467 -0.380 0.947
3 C -0.456 0.315 -0.547
4 C 2.091 0.990 0.709
5 C 1.115 2.060 0.403
6 C 0.072 1.738 -0.383
7 P -2.359 0.176 0.136
8 Cl 2.825 0.286 -0.754
9 Cl -1.708 0.098 2.273
10 Cl -0.930 3.000 -0.678
11 H 0.026 -1.790 0.114
12 H 2.083 -1.189 1.207
13 H -0.708 0.220 -1.557
14 H 3.001 1.294 1.279
15 H 1.428 3.095 0.489
16 H -2.571 1.517 0.188

Results of the Löwdin charge analysis, in e, for atoms 1 through 6: atom 1 (C): -0.26, atom 2 (C): -0.24, atom 3 (C): -0.49, atom 4 (C): -0.58, atom 5 (C): -0.16, atom 6 (C): -0.78



5.
A single C6H6ClF molecule at a distorted geometry. Source: the OMol25 dataset; level of theory: ωB97M-V/def2-TZVPD.

Output
SMILES: C#CC1([C@H](F)Cl)CC1
E_LUMO in eV: 0.92
2S+1: 1
Gap between HOMO and LUMO in eV: 10.88

Geometry (Å):
1 C -0.548 2.537 -0.120
2 C -0.359 1.402 0.082
3 C -0.056 -0.032 0.167
4 C 1.443 -0.390 0.627
5 F 1.609 0.411 1.750
6 Cl 2.506 0.238 -0.697
7 C -1.129 -1.027 0.412
8 C -0.531 -0.839 -0.991
9 H -0.432 3.641 -0.579
10 H 1.494 -1.404 0.796
11 H -2.120 -0.743 0.712
12 H -0.791 -1.850 0.961
13 H 0.060 -1.638 -1.464
14 H -1.146 -0.308 -1.657

Results of the Löwdin charge analysis, in e, for atoms 1 through 6: atom 1 (C): 0.09, atom 2 (C): -0.13, atom 3 (C): -0.47, atom 4 (C): -0.56, atom 5 (F): -0.04, atom 6 (Cl): 0.64



6.
A molecular structure, C6H6F3MnO3S2 at a distorted geometry. Source: the OMol25 dataset; level of theory: ωB97M-V/def2-TZVPD.

Output
E_LUMO (spin up / spin down) in eV: -7.42 / -7.44
2S+1: 2
Total charge: +1
Expectation value of S²: 0.776
Gap between HOMO and LUMO (spin up / spin down) in eV: 6.86 / 6.87

Geometry (Å):
1 Mn 0.112 0.602 0.259
2 C 4.147 -0.219 2.133
3 C 2.724 0.023 1.788
4 S 2.358 0.124 0.226
5 C 1.669 0.150 2.853
6 C 1.983 0.042 4.311
7 S 0.115 0.367 2.493
8 H 4.761 -0.289 1.239
9 H 4.246 -1.150 2.701
10 H 4.528 0.599 2.754
11 H 3.045 -0.121 4.481
12 H 1.428 -0.785 4.757
13 H 1.682 0.956 4.828
14 F -4.424 -1.430 0.173
15 C -3.933 -0.245 -0.185
16 F -4.856 0.689 0.018
17 F -3.627 -0.278 -1.476
18 C -2.697 0.069 0.698
19 O -2.756 0.143 1.898
20 O -1.589 0.245 -0.014
21 O 0.338 2.112 0.141

Results of the Löwdin charge analysis, in e, for atoms 1 through 6: atom 1 (Mn): 0.44, atom 2 (C): -0.09, atom 3 (C): -0.66, atom 4 (S): 1.01, atom 5 (C): -0.63, atom 6 (C): -0.07



7.
A molecular structure, C6H6F3N2O4S at a distorted geometry. Source: the OMol25 dataset; level of theory: ωB97M-V/def2-TZVPD.

Output
E_LUMO in eV: 2.13
2S+1: 1
Total charge: -1
Gap between HOMO and LUMO in eV: 5.00

Geometry (Å):
1 C -0.415 0.434 -0.885
2 N 1.219 -0.028 -3.150
3 O 1.685 1.007 -3.608
4 O 1.087 -1.121 -3.689
5 H -1.213 -1.243 -1.876
6 H -0.963 1.119 -1.571
7 F -1.556 0.060 4.204
8 C -1.501 0.508 2.917
9 F -1.389 -0.575 2.094
10 F -2.678 1.138 2.639
11 S -0.065 1.760 2.706
12 N -0.323 -0.891 -1.525
13 C -0.274 1.827 0.949
14 O -1.117 2.605 0.535
15 C 0.547 0.959 -0.006
16 C 1.360 -1.343 0.167
17 C 0.025 -1.781 -0.382
18 O -0.750 -2.575 0.107
19 H 1.223 1.675 -0.527
20 H 1.279 -0.130 0.438
21 H 2.146 -1.508 -0.581
22 H 1.673 -1.897 1.044

Results of the Löwdin charge analysis, in e, for atoms 1 through 6: atom 1 (C): -0.01, atom 2 (N): -0.46, atom 3 (O): -0.18, atom 4 (O): -0.16, atom 5 (H): 0.14, atom 6 (H): 0.15



8.
A single C6H6F3N3O molecule at a distorted geometry. Source: the OMol25 dataset; level of theory: ωB97M-V/def2-TZVPD.

Output
SMILES: CC1=CN=N[C@]1(C(N)=O)C(F)(F)F
E_LUMO in eV: 0.00
2S+1: 1
Gap between HOMO and LUMO in eV: 9.84

Geometry (Å):
1 C -1.505 -0.673 1.571
2 C -0.807 -0.730 0.263
3 C -1.240 -1.464 -0.753
4 N -0.319 -1.239 -1.937
5 N 0.496 -0.417 -1.599
6 C 0.340 0.046 -0.259
7 C 0.117 1.660 -0.356
8 N 0.804 2.125 -1.474
9 O -0.648 2.146 0.399
10 C 1.607 -0.265 0.598
11 F 1.744 -1.618 0.770
12 F 2.704 0.047 -0.051
13 F 1.703 0.226 1.812
14 H -0.747 -0.881 2.272
15 H -2.330 -1.403 1.477
16 H -1.965 0.354 1.885
17 H -1.916 -2.261 -0.706
18 H 1.386 1.439 -1.943
19 H 0.576 2.906 -1.970

Results of the Löwdin charge analysis, in e, for atoms 1 through 6: atom 1 (C): -0.02, atom 2 (C): -0.24, atom 3 (C): 0.01, atom 4 (N): 0.10, atom 5 (N): 0.02, atom 6 (C): -0.25



9.
A single C6H6FNO2 molecule at a distorted geometry. Source: the OMol25 dataset; level of theory: ωB97M-V/def2-TZVPD.

Output
SMILES: O=N[C@@]1(F)C=CC=C[C@@H]1O
E_LUMO in eV: -0.51
2S+1: 1
Gap between HOMO and LUMO in eV: 8.68

Geometry (Å):
1 O -3.109 0.670 0.290
2 N -2.124 0.304 0.830
3 C -0.971 0.112 -0.023
4 F -1.377 0.192 -1.375
5 C -0.227 1.342 0.291
6 C 1.105 1.505 0.092
7 C 1.739 0.370 -0.379
8 C 1.282 -0.902 -0.347
9 C -0.080 -1.078 0.323
10 O -0.551 -2.382 0.048
11 H -0.982 2.107 0.683
12 H 1.709 2.411 0.155
13 H 2.744 0.449 -0.963
14 H 1.975 -1.672 -0.631
15 H 0.179 -1.050 1.467
16 H -1.310 -2.377 -0.460

Results of the Löwdin charge analysis, in e, for atoms 1 through 6: atom 1 (O): 0.08, atom 2 (N): 0.02, atom 3 (C): -0.46, atom 4 (F): 0.04, atom 5 (C): -0.01, atom 6 (C): -0.06



10.
A single C6H6INO molecule at a distorted geometry. Source: the OMol25 dataset; level of theory: ωB97M-V/def2-TZVPD.

Output
SMILES: O=C=N[C@H]1CC=C(I)C1
E_LUMO in eV: 0.42
2S+1: 1
Gap between HOMO and LUMO in eV: 9.57

Geometry (Å):
1 O 3.076 2.969 0.229
2 C 2.392 2.074 0.013
3 N 2.000 0.956 -0.232
4 C 0.662 0.298 -0.359
5 C 0.386 -1.015 0.455
6 C -1.119 -1.071 0.539
7 C -1.663 0.085 0.206
8 I -3.681 0.513 -0.033
9 C -0.586 1.152 0.006
10 H 0.663 -0.025 -1.459
11 H 0.629 -0.904 1.550
12 H 1.061 -1.796 -0.116
13 H -1.696 -1.965 0.764
14 H -0.911 1.727 -0.892
15 H -0.296 1.712 0.858

Results of the Löwdin charge analysis, in e, for atoms 1 through 6: atom 1 (O): 0.18, atom 2 (C): -0.35, atom 3 (N): 0.16, atom 4 (C): -0.31, atom 5 (C): -0.14, atom 6 (C): -0.18



11.
A gas-phase ion, C6H6N (charge +1) at a distorted geometry. Source: the OMol25 dataset; level of theory: ωB97M-V/def2-TZVPD.

Output
SMILES: C1=CC=[N+]=CC=C1
E_LUMO in eV: -6.03
2S+1: 1
Total charge: +1
Gap between HOMO and LUMO in eV: 8.94

Geometry (Å):
1 C 0.386 -1.364 0.258
2 C -0.385 -1.346 -0.857
3 C -0.495 -0.020 -1.371
4 N -1.027 0.905 -0.682
5 C -0.789 1.381 0.460
6 C 0.525 1.081 0.960
7 C 1.076 -0.153 0.648
8 H 0.786 -2.203 0.956
9 H -0.954 -2.209 -1.431
10 H -0.579 0.259 -2.420
11 H -1.582 1.995 0.872
12 H 0.959 1.945 1.592
13 H 2.079 -0.270 1.016

Results of the Löwdin charge analysis, in e, for atoms 1 through 6: atom 1 (C): -0.01, atom 2 (C): 0.01, atom 3 (C): -0.07, atom 4 (N): 0.17, atom 5 (C): -0.04, atom 6 (C): 0.00



12.
A gas-phase ion, C6H6N (charge +1) at a distorted geometry. Source: the OMol25 dataset; level of theory: ωB97M-V/def2-TZVPD.

Output
SMILES: C=C=C=C=[N+]=CC
E_LUMO (spin up / spin down) in eV: -5.57 / -5.57
2S+1: 1
Total charge: +1
Gap between HOMO and LUMO (spin up / spin down) in eV: 8.32 / 8.32

Geometry (Å):
1 C -4.282 -0.312 0.001
2 C -2.852 0.089 0.042
3 C -1.426 0.469 0.060
4 C -0.229 0.563 0.240
5 N 0.970 0.761 0.098
6 C 2.222 0.686 0.166
7 C 2.961 -0.528 -0.019
8 H -5.026 0.538 -0.012
9 H -4.556 -1.413 -0.041
10 H 2.676 1.642 0.166
11 H 3.389 -0.413 -1.110
12 H 2.388 -1.401 -0.147
13 H 3.765 -0.680 0.556

Results of the Löwdin charge analysis, in e, for atoms 1 through 6: atom 1 (C): 0.11, atom 2 (C): 0.13, atom 3 (C): 0.06, atom 4 (C): -0.06, atom 5 (N): 0.17, atom 6 (C): -0.06